1.
ORCA calculation (the ωB97M-V functional and the def2-TZVPD basis) on 2 unconnected molecules or ions with the total composition C4H10N2.

Summary:
Multiplicity: 2
Frontier orbital gap (spin up / spin down), eV: 6.53 / 5.61
Energy relative to the best compared isomer or geometry (same formula, charge and spin), kJ/mol: 291.7
Total energy, a.u.: -267.734886
LUMO energy (spin up / spin down), eV: 4.45 / 3.58
<S²>: 0.75
Charge: -1

Each atom is followed by the atoms it is bonded to, with distances in Å.
Cartesian coordinates (Å):
1 C -0.225 0.924 -0.992  C2 1.510, N6 1.420, H8 1.108, H16 1.095
2 C -0.023 -0.554 -1.228  C1 1.510, C3 1.490, H9 1.108, H10 1.111
3 C 0.683 -1.253 -0.118  C2 1.490, C4 1.357, H11 1.111
4 C 0.986 -0.869 1.148  C3 1.357, N5 1.433
5 N 1.141 -1.957 2.069  C4 1.433, H13 1.023, H14 1.011
6 N -1.164 1.582 -1.830  C1 1.420, H15 1.020
7 H -1.757 3.012 1.074  H12 0.741
8 H 0.692 1.542 -0.918  C1 1.108
9 H 0.512 -0.701 -2.188  C2 1.108
10 H -1.034 -0.942 -1.471  C2 1.111
11 H 0.878 -2.328 -0.323  C3 1.111
12 H -1.962 2.469 1.534  H7 0.741
13 H 1.697 -2.806 1.941  N5 1.023
14 H 1.388 -1.589 2.978  N5 1.011
15 H -1.217 2.593 -1.714  N6 1.020
16 H -0.595 0.879 0.038  C1 1.095

These are the Mulliken partial charges, in e, on atoms 1 to 8: atom 1 (C): -0.051, atom 2 (C): -0.469, atom 3 (C): 0.180, atom 4 (C): -1.242, atom 5 (N): -0.406, atom 6 (N): -0.695, atom 7 (H): -0.077, atom 8 (H): 0.325

***

2.
ORCA calculation (the ωB97M-V functional and the def2-TZVPD basis) on 2 unconnected molecules or ions with the total composition CH5S3.

Summary:
Frontier orbital gap, eV: 6.70
Energy relative to the best compared isomer or geometry (same formula, charge and spin), kJ/mol: 61.1
Total energy, a.u.: -1235.683858
LUMO energy, eV: 3.62
Charge: -1

Each atom is followed by the atoms it is bonded to, with distances in Å.
Cartesian coordinates (Å):
1 S -2.349 2.516 0.037  H2 1.406, H9 1.561
2 H -3.250 1.838 -0.803  S1 1.406
3 C 1.376 -1.543 0.523  S4 1.883, H6 1.066, H7 1.136, H8 1.093
4 S 0.344 0.024 0.686  C3 1.883, S5 2.144
5 S 0.412 1.077 -1.180  S4 2.144
6 H 0.977 -2.243 -0.176  C3 1.066
7 H 2.484 -1.405 0.314  C3 1.136
8 H 1.199 -2.159 1.408  C3 1.093
9 H -1.193 1.896 -0.809  S1 1.561

These are the Mulliken partial charges, in e, on atoms 1 to 8: atom 1 (S): -0.508, atom 2 (H): 0.085, atom 3 (C): -0.870, atom 4 (S): -0.096, atom 5 (S): -0.569, atom 6 (H): 0.299, atom 7 (H): 0.237, atom 8 (H): 0.287

***

3.
ORCA calculation (the ωB97M-V functional and the def2-TZVPD basis) on C4H8ClOP in the gas phase.

Summary:
Frontier orbital gap, eV: 10.75
Energy relative to the best compared isomer or geometry (same formula, charge and spin), kJ/mol: 66.4
Total energy, a.u.: -1034.009603
LUMO energy, eV: 0.71
Charge: 0

Each atom is followed by the atoms it is bonded to, with distances in Å.
Cartesian coordinates (Å):
1 C -0.658 1.531 0.091  C2 1.346, H8 1.050, H9 1.003
2 C -0.308 0.395 0.724  C1 1.346, C3 1.477, P4 1.792
3 C -1.262 -0.324 1.593  C2 1.477, H10 1.083, H11 1.155, H12 1.151
4 P 1.098 -0.484 0.044  C2 1.792, C5 1.847, O6 1.426, Cl7 1.993
5 C 0.919 -0.631 -1.789  P4 1.847, H13 1.135, H14 1.127, H15 1.086
6 O 1.331 -1.700 0.751  P4 1.426
7 Cl 2.471 0.959 0.102  P4 1.993
8 H -0.075 1.854 -0.721  C1 1.050
9 H -1.596 1.879 0.157  C1 1.003
10 H -1.438 -1.319 1.205  C3 1.083
11 H -0.794 -0.574 2.619  C3 1.155
12 H -2.187 0.359 1.636  C3 1.151
13 H -0.165 -0.541 -2.113  C5 1.135
14 H 1.401 0.240 -2.316  C5 1.127
15 H 1.262 -1.643 -1.984  C5 1.086

These are the Mulliken partial charges, in e, on atoms 1 to 8: atom 1 (C): -1.122, atom 2 (C): 0.610, atom 3 (C): -0.936, atom 4 (P): 0.930, atom 5 (C): -1.019, atom 6 (O): -0.656, atom 7 (Cl): -0.264, atom 8 (H): 0.277

***

4.
ORCA calculation (the ωB97M-V functional and the def2-TZVPD basis) on 8 unconnected molecules or ions with the total composition C12H40BF4NO12.

Summary:
Frontier orbital gap, eV: 8.02
Total energy, a.u.: -1863.217964
LUMO energy, eV: -0.86
Charge: 0

Each atom is followed by the atoms it is bonded to, with distances in Å.
Cartesian coordinates (Å):
1 N 1.584 -1.775 2.902  H2 1.018, H3 1.057, H4 1.027, H5 1.020
2 H 2.575 -1.547 2.862  N1 1.018
3 H 1.429 -2.805 2.724  N1 1.057
4 H 1.078 -1.160 2.253  N1 1.027
5 H 1.267 -1.570 3.849  N1 1.020
6 B -0.211 -0.524 0.213  F7 1.395, F8 1.407, F9 1.447, F10 1.374
7 F 0.144 -1.478 -0.741  B6 1.395
8 F -0.987 -1.084 1.244  B6 1.407
9 F 1.034 -0.122 0.832  B6 1.447
10 F -0.784 0.565 -0.399  B6 1.374
11 C 0.843 -4.536 0.117  C12 1.504, O14 1.394, H15 1.101, H16 1.094
12 C 1.222 -5.306 1.352  C11 1.504, O13 1.458, H17 1.088, H18 1.094
13 O 1.431 -4.396 2.471  C12 1.458, H19 0.963
14 O -0.464 -4.052 0.159  C11 1.394, H20 0.966
15 H 0.928 -5.334 -0.637  C11 1.101
16 H 1.600 -3.804 -0.180  C11 1.094
17 H 2.097 -5.946 1.255  C12 1.088
18 H 0.308 -5.848 1.614  C12 1.094
19 H 1.762 -4.889 3.228  O13 0.963
20 H -0.490 -3.088 0.111  O14 0.966
21 C -2.330 3.706 -0.763  C22 1.525, O24 1.430, H25 1.094, H26 1.093
22 C -0.942 3.828 -0.143  C21 1.525, O23 1.426, H27 1.096, H28 1.090
23 O -0.595 5.132 0.317  C22 1.426, H29 0.962
24 O -3.330 4.117 0.173  C21 1.430, H30 0.966
25 H -2.609 2.703 -1.099  C21 1.094
26 H -2.447 4.365 -1.627  C21 1.093
27 H -0.205 3.494 -0.882  C22 1.096
28 H -0.781 3.213 0.742  C22 1.090
29 H -0.389 5.687 -0.442  O23 0.962
30 H -3.536 3.339 0.707  O24 0.966
31 C 2.750 2.423 0.037  C32 1.523, O34 1.404, H35 1.096, H36 1.098
32 C 4.247 2.617 0.240  C31 1.523, O33 1.434, H37 1.099, H38 1.094
33 O 5.039 2.178 -0.873  C32 1.434, H39 0.961
34 O 2.492 1.306 -0.773  C31 1.404, H40 0.974
35 H 2.278 3.341 -0.332  C31 1.096
36 H 2.270 2.236 1.007  C31 1.098
37 H 4.544 2.042 1.129  C32 1.099
38 H 4.499 3.659 0.456  C32 1.094
39 H 5.927 2.490 -0.676  O33 0.961
40 H 1.811 0.756 -0.345  O34 0.974
41 C -3.429 0.974 2.192  C42 1.514, O44 1.424, H45 1.095, H46 1.094
42 C -2.393 1.696 3.026  C41 1.514, O43 1.415, H47 1.101, H48 1.091
43 O -2.777 1.875 4.376  C42 1.415, H49 0.961
44 O -4.405 1.853 1.640  C41 1.424, H50 0.958
45 H -3.898 0.145 2.734  C41 1.095
46 H -2.912 0.439 1.390  C41 1.094
47 H -2.229 2.651 2.504  C42 1.101
48 H -1.386 1.284 2.942  C42 1.091
49 H -3.736 1.871 4.413  O43 0.961
50 H -5.294 1.520 1.771  O44 0.958
51 C 4.357 -1.635 -2.608  C52 1.523, O54 1.411, H55 1.095, H56 1.098
52 C 2.903 -1.719 -3.055  C51 1.523, O53 1.442, H57 1.096, H58 1.095
53 O 2.480 -0.377 -3.368  C52 1.442, H59 0.961
54 O 4.567 -0.601 -1.670  C51 1.411, H60 0.957
55 H 4.966 -1.511 -3.509  C51 1.095
56 H 4.707 -2.581 -2.173  C51 1.098
57 H 2.267 -2.211 -2.310  C52 1.096
58 H 2.762 -2.222 -4.017  C52 1.095
59 H 1.770 -0.518 -4.000  O53 0.961
60 H 4.688 -1.028 -0.822  O54 0.957
61 C -4.491 -0.053 -2.244  C62 1.522, O64 1.424, H65 1.101, H66 1.101
62 C -3.402 -0.968 -1.701  C61 1.522, O63 1.409, H67 1.095, H68 1.097
63 O -2.161 -0.856 -2.360  C62 1.409, H69 0.970
64 O -4.239 0.237 -3.615  C61 1.424, H70 0.962
65 H -4.665 0.819 -1.595  C61 1.101
66 H -5.504 -0.468 -2.121  C61 1.101
67 H -3.770 -1.999 -1.687  C62 1.095
68 H -3.324 -0.776 -0.624  C62 1.097
69 H -1.535 -0.551 -1.685  O63 0.970
70 H -4.976 0.781 -3.910  O64 0.962

These are the Mulliken partial charges, in e, on atoms 1 to 8: atom 1 (N): -0.303, atom 2 (H): 0.385, atom 3 (H): 0.392, atom 4 (H): 0.117, atom 5 (H): 0.439, atom 6 (B): 1.156, atom 7 (F): -0.581, atom 8 (F): -0.494